Formula: C24H43N2OP3Pb
Source: the Open Molecules 2025 dataset
Level of theory: the ωB97M-V functional and the def2-TZVPD basis

```
74
Properties=species:S:1:pos:R:3:lowdin_charge:R:1
Pb -0.158 -0.274 0.544 1.045
P -1.943 -2.373 1.060 0.782
P 1.577 -2.325 -1.038 0.688
P 1.422 -1.579 2.781 0.740
O -1.167 0.188 -1.630 -0.164
N -1.896 2.322 4.018 0.171
N -0.973 1.334 2.297 -0.032
C 0.282 2.344 -4.713 0.003
C 3.330 -1.844 -1.255 -0.258
C 0.755 -1.183 4.438 -0.254
C -3.543 -1.840 1.777 -0.225
C -0.783 4.505 -6.492 0.160
C -1.033 3.272 3.459 -0.172
C -2.458 -3.119 -0.530 -0.223
C 0.977 -2.147 -2.764 -0.270
C 2.029 -3.291 3.045 -0.223
C -0.437 2.621 2.381 -0.252
C 0.177 2.050 -2.337 0.031
C -0.867 1.080 -2.517 -0.348
C 0.361 5.173 3.140 -0.018
C -1.529 1.043 -3.785 0.075
C 0.995 4.519 2.061 -0.043
C 1.731 -4.143 -0.903 -0.255
C 0.786 2.614 -3.441 0.004
C -0.932 1.662 -4.863 -0.037
C -0.657 4.537 3.871 0.036
C -1.582 -3.854 2.069 -0.198
C 0.618 3.225 1.675 -0.034
C -1.937 3.845 -6.662 0.164
C -1.823 1.185 3.308 -0.137
C 2.991 -0.630 2.813 -0.250
H 1.941 -4.546 -1.901 0.065
H -0.112 -2.280 -2.754 0.032
H 0.790 -4.565 -0.527 0.028
H -1.316 -3.585 3.097 0.054
H 0.117 4.197 -7.034 0.118
H 1.498 -3.778 3.870 0.067
H 1.438 -2.904 -3.412 0.069
H 0.666 6.190 3.406 0.132
H 2.544 -4.398 -0.214 0.054
H 1.639 3.284 -3.315 0.145
H 1.432 -1.610 5.187 0.078
H 2.785 0.447 2.863 0.052
H -3.357 -3.722 -0.352 0.082
H -3.479 -1.738 2.866 0.059
H 1.393 0.348 -0.497 0.065
H 3.544 -0.936 3.709 0.074
H -2.402 0.305 3.556 0.132
H -2.478 2.481 4.828 0.188
H -0.704 5.420 -5.903 0.126
H 3.596 -0.834 1.919 0.047
H 0.569 2.213 -1.334 0.075
H 1.861 -3.867 2.128 0.020
H 0.681 -0.098 4.576 0.049
H -1.971 2.949 -7.295 0.118
H -1.165 4.978 4.728 0.138
H 3.689 -2.312 -2.178 0.072
H 1.204 -1.143 -3.141 0.041
H -2.689 -2.330 -1.253 0.053
H -2.448 0.456 -3.874 0.153
H 0.776 2.766 -5.596 0.122
H -1.678 -3.755 -0.969 0.056
H 1.788 5.049 1.518 0.125
H -0.752 -4.434 1.652 0.055
H -2.894 4.218 -6.285 0.131
H -3.812 -0.861 1.367 0.060
H 3.397 -0.753 -1.334 0.034
H -2.484 -4.480 2.086 0.096
H -1.475 1.680 -5.813 0.106
H -4.338 -2.556 1.531 0.085
H 1.108 2.668 0.871 0.068
H 3.928 -2.182 -0.398 0.053
H 3.102 -3.277 3.268 0.074
H -0.244 -1.625 4.548 0.041
```

Values from the calculation:
E_HOMO (alpha / beta) = -0.674 / -0.674 Eh
charge = +4
electronic energy = -63683.3104 eV
LUMO (alpha / beta) = -13.702 / -15.192 eV
orbital gap (alpha / beta) = 4.65 / 3.16 eV